1.
{
  "formula": "C39H34CsN9S4",
  "method": "ωB97M-V/def2-TZVPD",
  "homo_energy_ev": -7.43,
  "charge": 0,
  "de_lowest_kcal_mol": 15.8,
  "lumo_energy_ha": -0.0101,
  "largest_force_ev_per_a": 0.9,
  "spin_multiplicity": 1,
  "elements": ["Cs", "N", "S", "N", "S", "N", "S", "N", "C", "C", "C", "C", "C", "C", "C", "C", "C", "C", "C", "C", "C", "C", "C", "C", "C", "C", "C", "C", "C", "C", "C", "C", "C", "C", "C", "C", "C", "C", "C", "C", "C", "C", "C", "C", "H", "H", "H", "H", "H", "H", "H", "H", "H", "H", "H", "H", "H", "H", "H", "H", "H", "H", "H", "H", "H", "H", "H", "H", "H", "H", "H", "H", "H", "H", "N", "C", "N", "C", "N", "N", "C", "N", "S", "H", "H", "H", "H"],
  "positions_angstrom": [[-3.0479, 0.0312, -2.8722], [-0.2337, 0.4292, -2.6634], [0.9503, 0.0464, -1.9233], [1.0669, 0.4032, -0.3021], [0.9237, -0.3899, 0.9941], [-0.2907, -1.2211, 1.4211], [-1.8596, -0.8037, 0.9711], [-2.2054, -0.9790, -0.4233], [-2.7027, -1.7139, 2.2519], [-2.1901, -2.8634, 2.8235], [-2.9885, -3.5934, 3.6953], [-4.2798, -3.1772, 3.9751], [-4.7922, -2.0282, 3.3813], [-4.0069, -1.2956, 2.5091], [-2.0051, 0.8925, 1.5427], [-1.8926, 1.2149, 2.8910], [-1.9393, 2.5397, 3.2835], [-2.0888, 3.5323, 2.3218], [-2.1926, 3.2000, 0.9812], [-2.1531, 1.8691, 0.5730], [2.2575, -1.5557, 1.2242], [3.5525, -1.0582, 1.2695], [4.6079, -1.9456, 1.3910], [4.3617, -3.3113, 1.4589], [3.0622, -3.7931, 1.4048], [1.9957, -2.9135, 1.2874], [1.2851, 0.8656, 2.2131], [1.4214, 0.4461, 3.5298], [1.6693, 1.3903, 4.5097], [1.7572, 2.7359, 4.1701], [1.6015, 3.1393, 2.8529], [1.3684, 2.2007, 1.8563], [1.4005, -1.6930, -1.9868], [2.7182, -2.1245, -2.0589], [2.9798, -3.4846, -2.1437], [1.9321, -4.3945, -2.1471], [0.6194, -3.9492, -2.0633], [0.3428, -2.5916, -1.9901], [2.4669, 0.8614, -2.4366], [2.6445, 0.9310, -3.8114], [3.7612, 1.5727, -4.3237], [4.6862, 2.1478, -3.4637], [4.4955, 2.0837, -2.0910], [3.3839, 1.4361, -1.5694], [-1.1793, -3.1758, 2.6008], [-2.5961, -4.4919, 4.1536], [-4.8955, -3.7527, 4.6539], [-5.8047, -1.7099, 3.5893], [-4.4031, -0.4115, 2.0242], [-1.7737, 0.4255, 3.6240], [-1.8600, 2.7950, 4.3324], [-2.1322, 4.5714, 2.6232], [-2.3172, 3.9682, 0.2295], [-2.2624, 1.6661, -0.4883], [3.7299, 0.0092, 1.2253], [5.6218, -1.5710, 1.4365], [5.1899, -4.0013, 1.5543], [2.8731, -4.8575, 1.4492], [0.9738, -3.2622, 1.2356], [1.3290, -0.6050, 3.7768], [1.7844, 1.0793, 5.5396], [1.9402, 3.4727, 4.9414], [1.6517, 4.1882, 2.5926], [1.2202, 2.4937, 0.8260], [3.5316, -1.4105, -2.0569], [4.0033, -3.8307, -2.2094], [2.1394, -5.4546, -2.2198], [-0.1971, -4.6598, -2.0646], [-0.6798, -2.2378, -1.9208], [1.9046, 0.4899, -4.4677], [3.9037, 1.6311, -5.3946], [5.5531, 2.6558, -3.8653], [5.2079, 2.5456, -1.4198], [3.2164, 1.3953, -0.5039], [-4.9511, 1.1102, -4.7239], [-5.8937, 0.7672, -4.1196], [-6.8137, 0.2141, -3.3792], [-7.0546, 0.8918, -2.2558], [-7.3039, 1.4333, -1.2605], [-3.0978, 3.4414, -4.2807], [-1.8581, 3.3843, -3.7606], [-0.9692, 2.6375, -4.4571], [-1.4169, 4.2078, -2.3696], [-3.4073, 2.7114, -4.9120], [-3.8139, 3.8855, -3.7325], [-1.3222, 2.0061, -5.1607], [-0.2138, 2.2657, -3.8975]]
}

=====

2.
{
  "formula": "C39H34HoN7O2S3",
  "method": "ωB97M-V/def2-TZVPD",
  "homo_energy_ev": [-14.26, -14.27],
  "charge": 2,
  "lumo_energy_ha": [-0.1881, -0.1879],
  "largest_force_ev_per_a": 3.4,
  "spin_multiplicity": 5,
  "elements": ["Ho", "N", "S", "N", "S", "N", "S", "N", "C", "C", "C", "C", "C", "C", "C", "C", "C", "C", "C", "C", "C", "C", "C", "C", "C", "C", "C", "C", "C", "C", "C", "C", "C", "C", "C", "C", "C", "C", "C", "C", "C", "C", "C", "C", "H", "H", "H", "H", "H", "H", "H", "H", "H", "H", "H", "H", "H", "H", "H", "H", "H", "H", "H", "H", "H", "H", "H", "H", "H", "H", "H", "H", "H", "H", "N", "C", "C", "C", "N", "H", "H", "H", "H", "O", "N", "O"],
  "positions_angstrom": [[1.5111, 2.6665, 0.3044], [0.1616, 2.2431, -1.3843], [-0.4613, 1.1565, -2.1388], [-1.2485, -0.0215, -1.3426], [-0.9300, -0.5913, 0.0411], [0.1562, 0.2476, 0.7830], [0.8065, 0.4862, 2.2853], [1.8547, 1.5068, 2.1369], [-0.6036, 0.9840, 3.2172], [-1.3825, 0.1571, 4.0170], [-2.4630, 0.7128, 4.6932], [-2.7649, 2.0578, 4.5433], [-2.0231, 2.8582, 3.6776], [-0.9427, 2.3210, 3.0046], [1.4610, -1.0306, 2.8849], [2.3202, -1.6510, 1.9750], [2.9974, -2.7886, 2.3687], [2.8386, -3.2863, 3.6603], [2.0194, -2.6323, 4.5689], [1.3292, -1.4858, 4.1911], [-0.4994, -2.2721, -0.1220], [-0.3530, -3.0539, 1.0220], [-0.0435, -4.3908, 0.8657], [0.1197, -4.9245, -0.4109], [-0.0434, -4.1326, -1.5391], [-0.3677, -2.7893, -1.4058], [-2.4634, -0.5738, 0.8792], [-2.9901, 0.7028, 1.0671], [-4.2447, 0.8227, 1.6252], [-4.9627, -0.3181, 1.9756], [-4.4385, -1.5835, 1.7545], [-3.1778, -1.7294, 1.1878], [0.6308, 0.2462, -3.1933], [1.6880, -0.4170, -2.5743], [2.5758, -1.1365, -3.3520], [2.4138, -1.1830, -4.7343], [1.3648, -0.5090, -5.3392], [0.4562, 0.2115, -4.5709], [-1.7667, 1.6456, -3.1917], [-2.7489, 0.7589, -3.6394], [-3.7137, 1.2396, -4.5077], [-3.6902, 2.5722, -4.9111], [-2.7088, 3.4370, -4.4500], [-1.7285, 2.9778, -3.5802], [-1.1962, -0.8986, 4.0993], [-3.0682, 0.0853, 5.3367], [-3.6004, 2.4853, 5.0848], [-2.2821, 3.9003, 3.5302], [-0.3976, 2.9352, 2.3039], [2.4505, -1.2545, 0.9758], [3.6574, -3.2883, 1.6691], [3.3813, -4.1723, 3.9673], [1.9326, -2.9926, 5.5868], [0.7656, -0.9470, 4.9310], [-0.5104, -2.6462, 2.0127], [0.0614, -5.0194, 1.7406], [0.3599, -5.9743, -0.5231], [0.0638, -4.5603, -2.5277], [-0.5255, -2.1636, -2.2745], [-2.4410, 1.5816, 0.7557], [-4.6697, 1.8068, 1.7761], [-5.9510, -0.2156, 2.4061], [-5.0158, -2.4648, 2.0059], [-2.7848, -2.7154, 0.9933], [1.8194, -0.3747, -1.4981], [3.4010, -1.6600, -2.8837], [3.1131, -1.7452, -5.3404], [1.2467, -0.5423, -6.4142], [-0.3617, 0.7347, -5.0460], [-2.7645, -0.2726, -3.3144], [-4.4908, 0.5784, -4.8694], [-4.4532, 2.9405, -5.5866], [-2.7057, 4.4729, -4.7642], [-0.9583, 3.6352, -3.1990], [4.7470, 1.9012, 0.3300], [5.8691, 1.4881, -0.2760], [5.5833, 1.3593, -1.6169], [4.2401, 1.7300, -1.7288], [3.7375, 2.0663, -0.5454], [4.6066, 2.1116, 1.3045], [6.7775, 1.3260, 0.2822], [6.2562, 1.0592, -2.4021], [3.6232, 1.7943, -2.6119], [2.9542, 5.3380, 1.8370], [2.4695, 4.5643, 1.1051], [1.1155, 4.5024, 1.0462]]
}

=====

no.,calculated total energy (eV)
1,-98287.5206
2,-113804.2096